(i)
Density functional theory data (ωB97M-V/def2-TZVPD) for one molecule with the formula C3H2N2O2.

Summary:
E_LUMO = -0.035 eV
Gap between HOMO and LUMO = 9.304 eV
SMILES = O=C=C1N=CNO1

Element x y z (Å)
O (0.546, 1.430, 2.331)
C (0.621, 0.932, 1.283)
C (0.916, 0.485, 0.026)
N (0.930, -0.950, -0.168)
C (-0.194, -1.133, -0.722)
N (-0.979, 0.072, -0.908)
O (0.095, 1.027, -0.949)
H (-0.633, -2.098, -0.973)
H (-1.303, 0.234, 0.080)

(ii)
Density functional theory data (ωB97M-V/def2-TZVPD) for C3H2N2O2 as an isolated structure.

Summary:
E_LUMO = -0.224 eV
Gap between HOMO and LUMO = 10.938 eV

Element x y z (Å)
O (-0.480, -2.549, -0.326)
C (0.305, -1.761, 0.129)
C (0.138, -0.295, -0.049)
N (-0.096, 0.529, 0.918)
C (-0.335, 1.682, 0.219)
N (-0.230, 1.573, -1.071)
O (0.094, 0.241, -1.260)
H (1.148, -2.058, 0.766)
H (-0.543, 2.638, 0.673)

(iii)
Density functional theory data (ωB97M-V/def2-TZVPD) for one molecule with the formula C3H2N2O2.

Summary:
E_LUMO = -0.629 eV
Gap between HOMO and LUMO = 10.275 eV
SMILES = O=Cc1cnon1

Element x y z (Å)
O (2.349, 0.109, 1.180)
C (1.714, -0.408, 0.254)
C (0.239, -0.224, 0.039)
C (-0.469, -0.438, -1.227)
N (-1.693, 0.067, -1.133)
O (-1.711, 0.523, 0.139)
N (-0.605, 0.442, 0.783)
H (2.235, -1.116, -0.393)
H (-0.159, -1.080, -2.106)

(iv)
Density functional theory data (ωB97M-V/def2-TZVPD) for one molecule with the formula C3H2N2O2.

Summary:
E_LUMO = -0.586 eV
Gap between HOMO and LUMO = 10.800 eV

Element x y z (Å)
N (1.471, -0.502, 0.309)
C (0.311, -0.758, -0.077)
O (-0.804, 0.051, -0.235)
C (-0.752, 1.396, 0.028)
O (0.205, 2.019, 0.397)
C (-0.004, -2.164, -0.954)
N (-0.278, -2.347, 0.200)
H (1.603, 0.496, 0.492)
H (-1.753, 1.809, -0.160)

Stability verdict: (ii), ahead by 1.372 eV

(i)
Density functional theory data (ωB97M-V/def2-TZVPD) for one molecule with the formula C3H6N2S3.

Summary:
E_LUMO = -0.532 eV
Gap between HOMO and LUMO = 8.618 eV

Element x y z (Å)
C (-2.545, -1.518, -0.078)
C (-0.545, 0.525, -0.113)
C (2.690, -0.101, 0.088)
H (-3.650, -1.482, -0.062)
H (-2.212, -2.345, 0.679)
H (-2.198, -1.937, -1.048)
H (1.648, 0.648, -1.513)
H (3.396, 0.854, 0.182)
H (2.260, -1.959, 1.464)
N (1.825, -0.216, -0.919)
N (2.879, -0.928, 1.141)
S (-2.206, 0.240, 0.408)
S (0.026, 2.071, 0.001)
S (0.319, -1.012, -0.449)

(ii)
Density functional theory data (ωB97M-V/def2-TZVPD) for one molecule with the formula C3H6N2S3.

Summary:
E_LUMO = 0.518 eV
Gap between HOMO and LUMO = 9.179 eV
SMILES = S[C@H]1NSN[C@H]2S[C@@H]12

Element x y z (Å)
S (2.457, -0.211, 0.502)
C (0.705, -0.413, -0.023)
N (-0.106, -0.855, 1.084)
S (-1.719, -1.093, 0.534)
N (-2.143, 0.532, 0.372)
C (-1.215, 1.355, -0.298)
S (0.035, 2.275, 0.659)
C (0.196, 0.921, -0.524)
H (2.732, -1.517, 0.526)
H (0.710, -1.122, -0.868)
H (0.261, -1.656, 1.579)
H (-2.529, 0.946, 1.212)
H (-1.670, 1.968, -1.075)
H (0.659, 1.218, -1.461)

Stability verdict: (ii), ahead by 1.646 eV

(i)
Density functional theory data (ωB97M-V/def2-TZVPD) for a 2-piece molecular cluster, C4H12NO overall.

Summary:
E_LUMO = -5.068 eV
Gap between HOMO and LUMO = 8.085 eV
Total charge = +1

Element x y z (Å)
C (-0.092, -0.104, 0.194)
C (-0.016, -0.184, 1.702)
C (2.087, 0.079, 2.902)
N (1.153, 0.570, 2.199)
H (-0.126, 0.920, -0.178)
H (0.739, -0.608, -0.296)
H (-1.012, -0.560, -0.157)
H (-0.901, 0.243, 2.167)
H (0.105, -1.208, 2.040)
H (2.935, 0.685, 3.201)
H (2.021, -0.951, 3.228)
H (1.277, 1.505, 1.819)
C (-1.102, -0.294, -3.259)
O (-1.753, 0.581, -2.338)
H (-0.504, 0.269, -3.975)
H (-0.435, -0.934, -2.689)
H (-1.820, -0.907, -3.798)
H (-2.557, 0.899, -2.762)

(ii)
Density functional theory data (ωB97M-V/def2-TZVPD) for an isolated ion of composition C4H12NO and charge +1.

Summary:
E_LUMO = -3.176 eV
Gap between HOMO and LUMO = 11.751 eV
SMILES = C[C@@H]([NH3+])CCO
Total charge = +1

Element x y z (Å)
C (-0.162, -2.290, 0.358)
C (-0.146, -0.885, -0.228)
N (-1.488, -0.239, 0.122)
C (0.957, 0.004, 0.357)
C (1.163, 1.308, -0.386)
O (-0.029, 2.109, -0.306)
H (-1.012, -2.836, -0.023)
H (-0.173, -2.237, 1.451)
H (0.755, -2.791, 0.073)
H (-0.058, -0.903, -1.308)
H (-1.427, 0.776, -0.052)
H (-2.274, -0.623, -0.405)
H (-1.638, -0.437, 1.110)
H (0.743, 0.195, 1.407)
H (1.894, -0.565, 0.349)
H (2.010, 1.852, 0.007)
H (1.349, 1.115, -1.446)
H (0.185, 3.023, -0.101)

Stability verdict: (ii), ahead by 1.564 eV

(i)
Density functional theory data (ωB97M-V/def2-TZVPD) for a 2-piece molecular cluster, C4H12NO overall.

Summary:
E_LUMO = -3.353 eV
Gap between HOMO and LUMO = 9.901 eV
Total charge = +1

Element x y z (Å)
C (0.769, 0.577, -1.102)
C (0.300, 0.854, 0.362)
C (-1.162, 1.209, 0.349)
C (-2.089, 0.601, 1.097)
N (0.081, -0.653, -1.568)
H (0.549, 1.376, -1.790)
H (1.847, 0.459, -0.979)
H (0.718, 0.129, 1.057)
H (0.910, 1.750, 0.599)
H (-1.487, 2.106, -0.171)
H (-2.914, 1.218, 1.426)
H (-1.953, -0.396, 1.513)
H (0.066, -1.348, -0.809)
H (-0.850, -0.496, -1.952)
H (0.639, -1.136, -2.275)
H (0.963, -2.093, 2.002)
H (2.273, -2.180, 1.115)
O (1.340, -1.978, 1.126)

(ii)
Density functional theory data (ωB97M-V/def2-TZVPD) for a 2-piece molecular cluster, C4H12NO overall.

Summary:
E_LUMO = -2.921 eV
Gap between HOMO and LUMO = 11.495 eV
Total charge = +1

Element x y z (Å)
O (0.341, 0.225, -1.053)
C (-0.432, -0.233, -1.876)
C (-0.333, 0.023, -3.326)
H (-1.260, -0.860, -1.525)
H (-0.116, -0.900, -3.880)
H (0.452, 0.740, -3.547)
H (-1.308, 0.362, -3.669)
C (-1.078, -0.484, 1.907)
N (0.383, -0.336, 1.631)
C (0.965, 0.884, 2.252)
H (-1.430, -1.392, 1.429)
H (-1.228, -0.577, 2.972)
H (-1.568, 0.390, 1.499)
H (0.506, -0.267, 0.592)
H (0.916, -1.137, 1.968)
H (0.523, 1.760, 1.799)
H (2.033, 0.918, 2.082)
H (0.719, 0.908, 3.312)

Stability verdict: (ii), ahead by 0.970 eV

(i)
Density functional theory data (ωB97M-V/def2-TZVPD) for a 2-piece molecular cluster, C3H12N2S overall.

Summary:
E_LUMO = 0.920 eV
Gap between HOMO and LUMO = 9.489 eV
SMILES = CCS.NCN

Element x y z (Å)
C (-1.581, 0.370, -1.856)
C (-2.522, 0.730, -0.696)
S (-2.006, -0.257, 0.798)
H (-1.476, -0.711, -1.931)
H (-0.610, 0.861, -1.834)
H (-1.997, 0.671, -2.829)
H (-2.655, 1.795, -0.586)
H (-3.478, 0.309, -1.017)
H (-1.575, 0.856, 1.434)
N (3.828, -0.533, 0.133)
C (2.629, -0.135, 0.916)
N (1.450, 0.081, 0.134)
H (4.237, -1.410, 0.442)
H (3.537, -0.687, -0.827)
H (2.520, -0.937, 1.654)
H (2.843, 0.798, 1.444)
H (1.457, 0.937, -0.394)
H (1.231, -0.643, -0.529)

(ii)
Density functional theory data (ωB97M-V/def2-TZVPD) for a 2-piece molecular cluster, C3H12N2S overall.

Summary:
E_LUMO = 0.610 eV
Gap between HOMO and LUMO = 9.639 eV
SMILES = CCS.NCN

Element x y z (Å)
C (2.637, 1.029, -0.114)
C (3.858, 0.112, -0.415)
S (3.548, -1.588, -0.956)
H (2.644, 1.110, 0.974)
H (1.642, 0.873, -0.493)
H (2.966, 1.987, -0.519)
H (4.446, 0.572, -1.211)
H (4.490, 0.244, 0.465)
H (2.247, -1.425, -1.202)
N (-5.597, 1.060, 0.299)
C (-4.154, 0.947, 0.620)
N (-3.936, -0.207, 1.493)
H (-5.694, 0.998, -0.707)
H (-5.970, 0.177, 0.641)
H (-3.610, 0.812, -0.317)
H (-3.763, 1.874, 1.055)
H (-2.967, -0.443, 1.342)
H (-4.110, 0.034, 2.455)

(iii)
Density functional theory data (ωB97M-V/def2-TZVPD) for C3H12N2S as an isolated structure.

Summary:
E_LUMO = 0.645 eV
Gap between HOMO and LUMO = 8.205 eV

Element x y z (Å)
C (-0.258, 1.455, -0.643)
N (0.400, 0.773, -1.755)
C (0.731, 1.777, 0.492)
N (0.807, 0.650, 1.463)
H (-1.034, 0.832, -0.167)
H (-0.755, 2.348, -1.015)
H (0.492, -0.220, -1.543)
H (-0.208, 0.845, -2.562)
H (0.433, 2.693, 1.002)
H (1.730, 1.916, 0.084)
H (1.677, 0.660, 1.979)
H (0.046, 0.703, 2.135)
H (0.571, -0.553, 0.905)
C (-1.041, -2.823, -0.134)
S (0.466, -2.118, 0.605)
H (-1.529, -3.458, 0.601)
H (-1.746, -2.051, -0.446)
H (-0.783, -3.429, -1.000)

Stability verdict: (i), ahead by 0.261 eV

(i)
Density functional theory data (ωB97M-V/def2-TZVPD) for a 2-piece molecular cluster, C3H12N2S overall.

Summary:
E_LUMO = 1.105 eV
Gap between HOMO and LUMO = 9.842 eV
SMILES = CCS.NCN

Element x y z (Å)
C (3.283, -0.730, -3.820)
C (4.627, -1.364, -3.866)
S (4.542, -3.092, -4.550)
H (2.572, -1.219, -3.126)
H (2.660, -0.678, -4.693)
H (3.353, 0.286, -3.336)
H (5.216, -0.921, -4.649)
H (5.156, -1.350, -2.916)
H (3.229, -3.037, -4.939)
N (-3.797, 2.072, 5.068)
C (-3.398, 1.620, 3.721)
N (-4.287, 0.595, 3.111)
H (-4.584, 2.721, 5.120)
H (-3.805, 1.264, 5.726)
H (-3.439, 2.512, 3.037)
H (-2.378, 1.214, 3.830)
H (-3.958, -0.084, 2.413)
H (-4.993, 0.192, 3.868)

(ii)
Density functional theory data (ωB97M-V/def2-TZVPD) for a 2-piece molecular cluster, C3H12N2S overall.

Summary:
E_LUMO = 0.939 eV
Gap between HOMO and LUMO = 9.991 eV
SMILES = NCCN.CS

Element x y z (Å)
N (1.994, -0.211, -1.957)
C (1.765, -1.062, -0.785)
C (0.634, -0.472, 0.064)
N (0.371, -1.436, 1.159)
H (2.788, -0.594, -2.462)
H (2.281, 0.707, -1.641)
H (2.647, -1.141, -0.140)
H (1.462, -2.066, -1.073)
H (0.941, 0.510, 0.432)
H (-0.274, -0.395, -0.527)
H (1.261, -1.703, 1.562)
H (-0.150, -0.988, 1.906)
C (-2.568, 1.370, 1.044)
S (-2.163, 2.230, -0.486)
H (-2.176, 1.956, 1.876)
H (-3.640, 1.284, 1.191)
H (-2.096, 0.393, 1.106)
H (-3.078, 1.617, -1.269)

Stability verdict: (ii), ahead by 0.724 eV

(i)
Density functional theory data (ωB97M-V/def2-TZVPD) for a 2-piece molecular cluster, C3H12N2S overall.

Summary:
E_LUMO = 0.879 eV
Gap between HOMO and LUMO = 9.457 eV
SMILES = CSC.NCN

Element x y z (Å)
C (-1.001, -1.317, -0.967)
S (0.239, -2.666, -0.857)
C (0.734, -2.682, -2.589)
H (-1.495, -1.178, -0.016)
H (-1.697, -1.616, -1.746)
H (-0.474, -0.483, -1.411)
H (0.649, -1.683, -2.998)
H (1.782, -2.941, -2.638)
H (0.142, -3.376, -3.181)
N (1.255, 2.199, 2.383)
C (-0.048, 2.572, 1.830)
N (-0.810, 1.525, 1.192)
H (1.154, 1.565, 3.161)
H (1.859, 1.807, 1.678)
H (-0.643, 2.947, 2.668)
H (0.165, 3.356, 1.102)
H (-0.247, 0.862, 0.681)
H (-1.564, 1.109, 1.708)

(ii)
Density functional theory data (ωB97M-V/def2-TZVPD) for a 2-piece molecular cluster, C3H12N2S overall.

Summary:
E_LUMO = 1.122 eV
Gap between HOMO and LUMO = 9.619 eV
SMILES = CSC.NCN

Element x y z (Å)
C (3.301, -2.450, -1.178)
S (3.957, -3.265, 0.309)
C (5.577, -2.472, 0.352)
H (2.432, -1.861, -0.869)
H (3.983, -1.719, -1.597)
H (3.019, -3.183, -1.920)
H (5.531, -1.405, 0.165)
H (6.197, -2.895, -0.442)
H (6.094, -2.639, 1.291)
N (-4.751, 4.702, 0.352)
C (-5.724, 3.881, -0.377)
N (-6.190, 2.623, 0.235)
H (-5.022, 4.687, 1.339)
H (-3.842, 4.241, 0.373)
H (-5.439, 3.722, -1.414)
H (-6.616, 4.498, -0.387)
H (-6.050, 2.718, 1.240)
H (-5.544, 1.865, 0.012)

Stability verdict: (i), ahead by 0.082 eV